Molecular formula: C15H27NO
Method: DFT, ωB97M-V with the def2-TZVPD basis set

Computed properties:
Total charge = 0
E = -19515.1066 eV
LUMO = 0.0275 Ha
Relative energy (zero: lowest compared OMol25 entry of this formula, charge and spin) = 14.923 eV
Gap between HOMO and LUMO = 9.96 eV

Last column: natural (NBO) charge in e.
CARTESIAN COORDINATES (ANGSTROEM)
1 C -4.1910 -3.4356 -0.7002  -0.2451
2 C -3.9824 -2.3608 -0.2940  -0.0551
3 C -3.8526 -0.9328 0.2478  -0.3637
4 C -4.6365 -0.0110 -0.6457  -0.4340
5 C -4.4882 1.2800 -0.2592  -0.4306
6 C -3.4790 2.1603 -0.7849  -0.3519
7 C -2.0956 1.5656 -0.5265  -0.4283
8 C -1.4756 1.8384 0.6036  -0.4352
9 C -0.0641 1.3529 0.7560  -0.3449
10 C 0.1550 -0.2421 0.7350  -0.5201
11 C 1.5094 -0.3985 0.9581  0.6983
12 O 1.9200 -0.8542 1.9037  -0.5312
13 N 2.3337 -0.6938 -0.3008  -0.6639
14 H 1.9092 -0.0735 -0.9952  0.3543
15 C 3.7291 -0.7495 -0.3358  -0.2986
16 C 4.4371 0.5347 -0.3266  -0.3264
17 C 6.0570 0.2305 -0.2800  -0.3938
18 C 6.5776 -0.5341 -1.3509  -0.6275
19 H 6.4533 0.0144 -2.4773  0.2076
20 H 6.2280 -1.4567 -1.2379  0.2045
21 H 7.6528 -0.5003 -1.4448  0.2271
22 H 6.1367 0.0556 0.7978  0.2224
23 H 6.4806 1.4946 -0.3207  0.1731
24 H 4.1124 1.3518 0.4585  0.2351
25 H 4.2613 1.1230 -1.6881  0.1112
26 H 4.0829 -1.1225 0.7599  0.2056
27 H 3.9844 -1.6548 -0.9839  0.2254
28 H -0.4356 -0.5039 1.5013  0.2269
29 H -0.3185 -0.5845 -0.1139  0.2292
30 H 0.6348 1.7644 0.1506  0.1933
31 H 0.3969 1.7437 1.7715  0.2021
32 H -2.1095 1.2329 1.2983  0.1859
33 H -1.4617 2.9093 1.0416  0.2294
34 H -2.0144 0.5245 -1.0392  0.2222
35 H -1.3850 2.1856 -1.3646  0.1733
36 H -3.3950 3.4789 -0.4293  0.2187
37 H -3.6505 2.2865 -2.0712  0.1928
38 H -5.4528 2.0210 0.0241  0.2263
39 H -4.3250 1.4880 0.9811  0.1857
40 H -5.8713 -0.0936 -0.5743  0.2386
41 H -4.2161 -0.1370 -1.4736  0.2071
42 H -3.0897 -0.7218 0.6344  0.1792
43 H -4.5725 -1.0588 1.2963  0.2111
44 H -4.3847 -4.5341 -1.1763  0.2638